Formula: C6H10AgFO7
Source: the OMol25 dataset
Level of theory: ωB97M-V/def2-TZVPD

Summary:
gap between HOMO and LUMO (spin up / spin down)	4.1 / 5.0	eV
<S²>	2.0170
HOMO level (spin up / spin down)	-7.010 / -8.909	eV
multiplicity	3
energy relative to the best compared isomer or geometry (same formula, charge and spin)	0.334	eV

Each line ends with the Löwdin charge.
Cartesian coordinates (Å):
H -1.24407 -1.88431 1.56571  0.15
C 0.73161 -2.90420 1.59959  -0.31
C -0.30632 -2.04400 1.05432  0.12
H -1.64627 3.16210 -3.43245  -0.01
C 1.18924 -1.11870 -0.76321  -0.33
C 2.08995 -2.67128 0.90505  -0.23
Ag 0.92679 3.70991 -2.12271  0.85
H -2.31618 2.05550 0.03916  -0.03
H -3.76132 2.48553 -0.09699  0.03
H -0.74924 0.53045 -0.53051  0.05
O -3.17229 1.97654 0.45997  -0.05
C -0.13581 -1.21070 0.02480  -0.17
F -0.61582 2.45235 -0.97911  -0.54
H 3.23914 -1.74716 -0.53872  0.14
H -1.83513 2.10391 -2.36640  -0.03
H -0.11891 1.42444 1.85195  0.02
O -2.16951 2.39025 -3.21635  -0.06
O -1.12938 -0.29011 -0.20834  0.11
C 2.23393 -1.90100 -0.17500  0.10
O 1.30132 -0.35623 -1.76112  -0.01
O 3.13728 -3.26488 1.43264  0.15
O 0.56670 2.05027 1.61849  -0.06
H 2.94081 -3.70812 2.26121  0.13
O 0.53344 -3.61725 2.62213  0.01
H 0.31013 2.37667 0.75601  -0.03

***

Formula: C6H10AlCl3NO5Si
Source: the OMol25 dataset
Level of theory: ωB97M-V/def2-TZVPD

Summary:
gap between HOMO and LUMO	9.1	eV
HOMO level	-6.124	eV
total charge	-1
energy relative to the best compared isomer or geometry (same formula, charge and spin)	0.000	eV

Each line ends with the Löwdin charge.
Cartesian coordinates (Å):
O -1.64119 -2.15973 1.79081  0.09
H 1.74714 -0.73856 3.26991  0.10
C 1.95034 -0.27310 -2.42312  -0.18
H 2.10410 0.76440 -2.61392  0.06
H -0.24910 1.22677 3.44242  0.11
O 0.59196 0.56657 1.07780  -0.08
H 0.54098 -2.09523 3.16888  0.07
C -0.89726 0.45065 2.94452  -0.02
C 0.95537 -1.25810 2.66079  -0.01
H 2.88973 -0.87422 -2.29308  0.10
C -1.11220 -1.24155 1.20042  -0.52
Cl 0.80914 3.35131 -0.63386  0.15
H 1.23658 -0.01599 0.65477  0.06
H 1.52180 -1.72199 1.86396  0.08
Si -0.91716 2.28701 -1.24253  -0.41
O 1.22697 -0.45642 -1.24284  -0.25
Cl -1.36631 3.23113 -3.11714  0.09
H -1.30485 -0.19259 3.71494  0.09
C -0.09644 -0.34931 1.95933  -0.50
C -1.14066 -0.88647 -4.04015  -0.43
O -1.03669 -1.25799 -5.15227  0.09
H 1.38834 -0.56976 -3.34362  0.07
Al -0.49859 -0.17135 -1.30951  -0.08
O -1.35850 -0.99806 -0.04508  0.04
H -1.65715 1.04456 2.47969  0.06
N -1.17374 -0.61996 -2.88478  0.15
Cl -2.51261 2.95797 0.11366  0.07

***

Formula: C6H10BN2O2S2
Source: the OMol25 dataset
Level of theory: ωB97M-V/def2-TZVPD

Summary:
gap between HOMO and LUMO	7.6	eV
HOMO level	-4.705	eV
total charge	-1

Each line ends with the Löwdin charge.
Cartesian coordinates (Å):
H -1.20933 3.69067 3.45299  0.08
H 3.34164 -3.59418 -1.17176  -0.15
S 1.28864 2.24796 0.39984  0.49
C -2.26687 2.70847 1.89956  -0.29
O 0.80491 -1.01584 0.15377  -0.10
C 0.52569 -3.05272 -0.86382  -0.20
H -0.89246 4.32318 1.84432  0.07
H -2.41408 4.68682 2.64830  0.07
O 0.57924 -2.09197 -1.93400  -0.07
B 0.37961 -0.79205 -1.27500  -0.96
S 3.15964 -2.30951 -0.69011  0.69
C -1.66929 3.90526 2.48704  -0.09
H -1.72609 -0.63180 -2.26531  0.05
H -0.45601 -3.09753 -0.29843  0.13
C 1.55811 1.07717 -0.74370  -0.74
H -1.70767 -0.11277 -0.50387  0.04
C 1.48634 -2.24937 0.18521  -0.57
H 1.08432 -4.01343 -1.01112  0.10
H 1.67202 -2.72282 1.18494  0.10
N -2.74357 1.76964 1.44170  0.14
N 1.36170 0.39400 -1.71159  0.18
C -1.11553 -0.10622 -1.47304  -0.02
H -1.04097 0.98704 -1.75594  0.05

***

Formula: C6H10BNS
Source: the OMol25 dataset
Level of theory: ωB97M-V/def2-TZVPD

Summary:
gap between HOMO and LUMO (spin up / spin down)	7.8 / 7.5	eV
HOMO level (spin up / spin down)	-7.820 / -7.594	eV
energy relative to the best compared isomer or geometry (same formula, charge and spin)	4.943	eV

Each line ends with the Löwdin charge.
Cartesian coordinates (Å):
H 0.88085 -3.34468 -0.26013  0.07
N 1.98889 0.30670 -0.85599  0.04
H 0.69226 3.07062 0.79763  0.01
H -0.24545 -3.31421 1.07104  0.08
S -2.23356 -0.17178 -0.07220  0.90
H 1.18972 -1.16086 1.49285  0.16
C 0.13967 -2.70445 0.22675  -0.11
C 0.98776 2.07644 0.54009  0.07
B -0.60294 -0.19939 0.52939  -0.38
C 0.60673 -1.24722 0.51203  -0.37
H -3.02688 1.96287 0.82028  0.04
H 1.28359 -1.39761 -1.58955  0.15
H -0.70887 -2.62328 -0.55537  0.09
C -2.54152 1.69014 -0.12620  -0.35
C 1.96708 1.53657 -0.15347  -0.31
H 2.80566 2.10161 -0.54436  0.08
C 1.42224 -0.79739 -0.60854  -0.22
H -3.04380 1.95714 -1.04260  0.02
H -1.56145 2.25879 -0.18164  0.03

***

Formula: C6H10Br2NO
Source: the OMol25 dataset
Level of theory: ωB97M-V/def2-TZVPD

Summary:
gap between HOMO and LUMO (spin up / spin down)	7.8 / 7.8	eV
HOMO level (spin up / spin down)	-12.831 / -12.830	eV
total charge	+1
energy relative to the best compared isomer or geometry (same formula, charge and spin)	5.672	eV

Each line ends with the Löwdin charge.
Cartesian coordinates (Å):
C 1.21874 0.33826 1.60077  -0.14
Br -4.01446 1.94918 -0.33054  0.72
H -1.45246 -1.58618 -1.08682  0.06
C 2.24560 0.22588 -0.50457  -0.09
H 0.93327 -1.40576 -1.30867  0.16
H 1.15552 0.18929 2.70293  0.16
C -0.04645 -0.34540 1.00353  -0.12
O 2.25062 -0.29218 0.87573  -0.12
H -0.94935 -0.10014 1.57933  0.13
H -0.00869 -1.45355 0.96962  0.16
C -1.12740 -0.53566 -1.30105  0.12
H 3.08235 -0.05522 -1.14597  0.15
H -0.28592 1.19643 -0.49627  0.23
H 1.17491 1.36063 1.17448  0.13
H 2.17638 1.29158 -0.47271  0.12
C -3.37430 0.24865 -0.15093  -1.19
Br -4.52074 -0.95411 0.53819  0.75
C 0.97561 -0.31286 -1.18647  -0.10
N -0.26230 0.11893 -0.36910  -0.21
H 0.82906 0.12223 -2.09149  0.09

***

Formula: C6H10BrN3O
Source: the OMol25 dataset
Level of theory: ωB97M-V/def2-TZVPD

Summary:
gap between HOMO and LUMO (spin up / spin down)	5.3 / 5.3	eV
HOMO level (spin up / spin down)	-7.151 / -7.152	eV
energy relative to the best compared isomer or geometry (same formula, charge and spin)	5.708	eV

Each line ends with the Löwdin charge.
Cartesian coordinates (Å):
C -1.67893 0.38413 0.22445  0.16
N 0.37995 -1.03961 2.00739  -0.01
H -0.14933 -1.66761 -3.56478  0.07
H 0.62120 -1.28110 -1.97060  0.08
H -1.00535 1.38323 -1.66853  0.16
H 0.35817 -0.03352 -3.15309  0.07
H 3.63402 0.10958 3.64092  0.05
N -0.03973 0.17978 1.73897  -0.08
N 3.14369 0.79762 3.07989  0.11
C -1.40418 -0.67060 -1.98205  -0.26
C 0.84036 1.14503 2.14640  -0.76
Br 0.62620 2.88924 1.62028  0.75
H -1.71677 -1.61177 -1.38304  0.13
C -0.93054 0.42761 -1.04018  -0.28
O 1.60681 -0.88619 2.62017  -0.04
C 1.99852 0.47603 2.69674  -0.50
H -2.19236 -0.58938 -2.75169  0.11
H -2.26557 -0.56582 0.56751  0.14
C -0.07514 -0.94331 -2.77014  -0.12
H -1.92962 1.32029 0.71135  0.06
H 0.17861 0.17637 -0.76995  0.15

***

Formula: C6H10BrN4O3
Source: the OMol25 dataset
Level of theory: ωB97M-V/def2-TZVPD

Summary:
gap between HOMO and LUMO	8.1	eV
HOMO level	-12.242	eV
total charge	+1
energy relative to the best compared isomer or geometry (same formula, charge and spin)	1.384	eV

Each line ends with the Löwdin charge.
Cartesian coordinates (Å):
O 1.95303 2.25520 1.65917  0.19
H 2.59687 2.90750 1.64041  0.11
C 1.62402 -1.13513 -1.01306  -0.14
C 0.61675 1.27870 0.07727  -0.07
H -2.69620 -1.31366 0.74780  0.11
C -0.12852 0.30956 0.96488  -0.26
N 1.83976 -0.70171 1.45735  -0.03
H 1.06802 -0.03878 -2.86762  0.11
O 0.45332 1.05996 -1.35531  0.08
N 0.55376 -0.57012 1.68282  0.11
N 1.61414 2.10648 0.33279  -0.23
N -1.47571 0.39117 1.10724  -0.01
H -0.32058 0.56182 -1.71633  0.22
C 1.43584 0.14191 -1.93772  -0.04
H 0.74854 -1.73176 -0.78772  0.13
H 2.38014 0.82685 -1.98843  0.17
C 2.28686 -0.86386 0.28600  -0.79
H -3.35966 -0.22629 1.94176  0.12
H -1.79753 1.29925 0.93462  0.12
O 2.16350 2.77340 -0.52758  0.10
C -2.35380 -0.62090 1.58812  -0.06
Br 4.10186 -0.46883 0.19556  0.87
H -1.82550 -1.14659 2.29555  0.05
H 2.40502 -1.65856 -1.58508  0.12

***

Formula: C6H10BrNO2
Source: the OMol25 dataset
Level of theory: ωB97M-V/def2-TZVPD

Summary:
gap between HOMO and LUMO	10.7	eV
HOMO level	-10.370	eV
energy relative to the best compared isomer or geometry (same formula, charge and spin)	3.074	eV

Each line ends with the Löwdin charge.
Cartesian coordinates (Å):
C 1.41949 0.97138 0.34444  -0.31
H 1.98778 0.06186 -1.35252  0.05
C -1.10271 0.36143 0.42880  -0.20
H -1.01574 -0.88297 -1.39587  0.12
C 1.71669 -0.27700 -0.40262  -0.68
N 2.41399 2.02703 -0.08341  -0.39
C -0.04716 1.41870 0.11655  -0.14
C -0.83257 -0.95719 -0.32474  -0.19
O 2.64303 2.07049 -1.28056  0.06
H -0.94205 0.22139 1.55486  0.13
Br 3.46949 -0.95649 0.09023  0.75
H 0.84461 -2.02415 -0.98983  0.08
H 0.01002 1.62429 -0.92430  0.11
O 2.93132 2.68897 0.76078  0.11
H -0.20692 2.22785 0.90354  0.15
H 1.59630 0.70450 1.43703  0.17
C 0.65540 -1.36432 -0.19502  -0.21
H 0.79382 -1.86125 0.88836  0.16
H -2.15921 0.77855 0.22636  0.14
H -1.49716 -1.58963 0.14068  0.08

***

Formula: C6H10Cl2N2
Source: the OMol25 dataset
Level of theory: ωB97M-V/def2-TZVPD

Summary:
gap between HOMO and LUMO	9.8	eV
HOMO level	-9.020	eV
energy relative to the best compared isomer or geometry (same formula, charge and spin)	1.746	eV

Each line ends with the Löwdin charge.
Cartesian coordinates (Å):
Cl -2.06960 -1.89303 -2.90463  0.74
H 0.71292 -0.84497 -2.45506  0.15
N 0.11746 0.27003 -0.27100  -0.05
H 3.01995 0.84786 1.22740  0.04
H -0.35340 -1.35269 1.32088  0.19
H 1.88380 0.94877 -0.81612  0.09
C -1.23273 -1.19363 -1.62148  -0.83
Cl -0.48405 1.25833 -2.77086  0.64
H -1.33462 0.72921 1.95156  0.06
C -0.77788 -0.61426 0.46461  -0.50
H 1.44596 0.38458 2.19649  0.10
C 1.99698 0.92671 1.32516  -0.06
H -2.27903 0.78953 0.60410  0.05
C -1.78995 0.15898 1.21319  -0.04
C -0.14819 -0.22147 -1.91528  -0.63
H 2.03213 -0.53572 -0.14794  0.09
H -2.51481 -0.59016 1.63100  0.11
C 1.51549 0.35431 -0.02249  -0.31
H 1.68529 2.00085 1.39543  0.09
N -1.42574 -1.42322 -0.40497  0.08

***

Formula: C6H10Cl2N2
Source: the OMol25 dataset
Level of theory: ωB97M-V/def2-TZVPD

Summary:
gap between HOMO and LUMO	9.0	eV
HOMO level	-8.296	eV
energy relative to the best compared isomer or geometry (same formula, charge and spin)	0.051	eV

Each line ends with the Löwdin charge.
Cartesian coordinates (Å):
Cl 1.86253 1.73508 -0.63254  0.54
H -0.65104 -0.80677 2.76996  0.10
H 0.46327 -2.15388 -2.01937  0.14
C -0.78651 2.24285 -1.07959  -0.08
H -0.08225 -2.36862 2.58543  0.08
H -0.20111 2.81375 -1.70420  0.02
N 0.28453 -1.95993 0.01474  0.00
C 0.33880 -1.35063 -1.22687  -0.13
H 0.09087 1.16175 1.51992  0.10
C 0.25106 -0.06222 -1.58675  -0.17
C 0.29627 -1.06760 1.09592  -0.84
H -0.99383 2.85972 -0.26747  0.06
Cl 2.05702 -0.71290 1.58414  0.54
C 0.09675 1.02916 -0.59912  -0.73
H 0.03957 0.19297 -2.63371  0.12
N -0.45791 -1.57744 2.12069  0.05
H -1.34733 0.43864 0.88969  0.11
C -0.28562 0.48280 0.75139  -0.14
H 0.61611 -2.87551 0.20512  0.13
H -1.59117 1.97878 -1.78738  0.10

***

Copy entry 9 word for word.
Formula: C6H10Cl2N2
Source: the OMol25 dataset
Level of theory: ωB97M-V/def2-TZVPD

Summary:
gap between HOMO and LUMO	9.8	eV
HOMO level	-9.020	eV
energy relative to the best compared isomer or geometry (same formula, charge and spin)	1.746	eV

Each line ends with the Löwdin charge.
Cartesian coordinates (Å):
Cl -2.06960 -1.89303 -2.90463  0.74
H 0.71292 -0.84497 -2.45506  0.15
N 0.11746 0.27003 -0.27100  -0.05
H 3.01995 0.84786 1.22740  0.04
H -0.35340 -1.35269 1.32088  0.19
H 1.88380 0.94877 -0.81612  0.09
C -1.23273 -1.19363 -1.62148  -0.83
Cl -0.48405 1.25833 -2.77086  0.64
H -1.33462 0.72921 1.95156  0.06
C -0.77788 -0.61426 0.46461  -0.50
H 1.44596 0.38458 2.19649  0.10
C 1.99698 0.92671 1.32516  -0.06
H -2.27903 0.78953 0.60410  0.05
C -1.78995 0.15898 1.21319  -0.04
C -0.14819 -0.22147 -1.91528  -0.63
H 2.03213 -0.53572 -0.14794  0.09
H -2.51481 -0.59016 1.63100  0.11
C 1.51549 0.35431 -0.02249  -0.31
H 1.68529 2.00085 1.39543  0.09
N -1.42574 -1.42322 -0.40497  0.08